C15H17N2O12PReS | the ωB97M-V functional and the def2-TZVPD basis

Structure (XYZ):
```
49
Properties=species:S:1:pos:R:3:forces:R:3:mulliken_charge:R:1
Re 0.219413 0.614557 -0.269047 0.3 0.3 -0.2 2.266
O 1.043023 -2.004693 3.567940 -0.1 0.0 0.1 -0.448
C 0.523648 -1.927597 2.341486 -0.1 -0.1 0.0 0.352
O -0.644584 -1.966083 2.082061 -0.1 0.0 0.0 -0.506
C 1.631399 -1.841916 1.323401 -0.1 0.0 -0.1 -0.703
O 1.079938 -1.488161 0.051055 0.1 0.1 -0.1 -0.409
C 2.046746 -1.672053 -1.012472 -0.1 0.0 0.0 -0.539
C 2.677893 -0.362870 -1.457273 -0.1 -0.1 0.1 0.645
O 3.739698 -0.366098 -2.009790 0.1 0.1 -0.1 -0.614
O 1.957001 0.730253 -1.229843 -0.2 0.0 0.1 -0.759
H 0.313953 -2.086646 4.206743 0.1 0.0 -0.1 0.405
H 2.383664 -1.122855 1.643468 0.1 0.1 0.0 0.418
H 2.093555 -2.828157 1.245544 0.0 0.0 0.0 0.640
H 2.817185 -2.374159 -0.708574 0.1 0.0 0.0 0.587
H 1.508558 -2.083694 -1.864763 0.0 0.0 0.0 0.284
O -6.653565 0.137438 0.859624 -0.1 0.0 0.0 -0.706
C -6.068148 1.194850 0.588892 0.2 0.0 0.1 0.458
O -6.432375 2.364589 0.422894 -0.1 0.0 0.0 -0.693
C -4.531408 1.006647 0.411984 0.0 0.1 0.0 0.241
C -3.980284 -0.271695 0.419424 0.0 0.0 0.0 -1.335
C -2.637680 -0.432402 0.192255 0.1 0.1 0.1 0.167
N -1.828432 0.628539 -0.032045 -0.1 0.0 0.0 -0.026
C -2.365480 1.878082 -0.040403 0.0 0.0 -0.1 0.662
C -3.692073 2.102686 0.195109 -0.2 -0.1 0.0 -0.741
C -1.410295 2.969112 -0.433894 0.1 -0.2 0.4 0.119
O -1.723883 4.123302 -0.467035 0.0 0.2 -0.2 -0.608
O -0.201727 2.504742 -0.737567 0.2 -0.3 0.0 -0.646
H -4.640873 -1.109578 0.602407 0.0 0.0 0.0 0.544
H -2.154268 -1.396176 0.210208 0.0 0.0 0.1 0.462
H -4.109750 3.101181 0.173260 0.0 0.0 0.0 0.652
S 1.803148 1.823783 3.982257 -0.1 -0.1 -0.2 -0.282
C 1.234681 1.385901 2.593310 -0.1 0.0 0.0 0.842
N 0.800054 1.020608 1.532205 0.0 0.0 0.2 -0.790
C 1.415691 0.333818 -4.333438 -0.1 0.0 0.0 -0.766
O 0.568940 -0.572592 -3.571632 0.1 0.1 -0.1 -0.331
P -0.583521 -0.069081 -2.610519 0.0 -0.2 0.1 0.553
O -1.633194 -1.255153 -2.631457 0.0 -0.1 -0.1 -0.288
C -1.372232 -2.578000 -2.144237 0.1 0.0 0.0 -0.576
O -1.297194 1.013080 -3.489061 0.0 0.2 0.0 -0.365
C -2.564550 1.656440 -3.217256 0.0 0.0 0.0 -0.653
H 2.119387 -0.296460 -4.865526 0.0 0.0 0.0 0.247
H 1.947341 1.004286 -3.664296 0.0 0.0 0.0 0.351
H 0.803210 0.894705 -5.033854 0.0 0.0 0.0 0.275
H -2.314707 -3.113962 -2.187890 0.0 0.0 0.0 0.277
H -1.016736 -2.554328 -1.113120 0.1 0.0 0.0 0.161
H -0.643455 -3.074458 -2.784353 0.0 0.0 0.0 0.299
H -3.044365 1.798854 -4.179793 0.0 0.0 0.0 0.330
H -2.385792 2.621754 -2.752239 0.0 0.0 0.0 0.278
H -3.193278 1.028928 -2.586942 0.0 0.0 0.0 0.270
```
Positions in Å, forces in eV/Å.

Values from the calculation:
Total energy ... -65636.1267 eV
HOMO level (spin up / spin down) ... -8.2 / -8.2 eV
Multiplicity ... 2
Frontier orbital gap (spin up / spin down) ... 5.13 / 5.40 eV

---

AlH12O6 | the ωB97M-V functional and the def2-TZVPD basis

Structure (XYZ):
```
19
Properties=species:S:1:pos:R:3:forces:R:3:mulliken_charge:R:1
Al 0.022928 -0.153437 0.301918 -0.4 0.1 -0.3 1.578
O 0.155703 2.477356 -0.970586 0.4 -0.5 0.2 -0.466
H 0.353132 3.392403 -0.695604 -0.4 -0.1 0.3 0.350
H -0.131053 2.549212 -1.898108 -0.2 -0.2 0.1 0.364
O -2.549920 -0.914054 1.237489 0.9 0.6 -0.4 -0.462
H -2.820105 -1.749072 1.649563 0.2 0.0 0.0 0.329
H -3.380104 -0.456299 1.025664 0.1 0.2 -0.1 0.342
O 2.409884 -0.144745 1.778299 -1.2 -0.2 -0.2 -0.474
H 2.921485 0.623762 2.091615 -0.2 0.2 -0.2 0.359
H 3.047769 -0.881739 1.746666 -0.2 -0.1 -0.2 0.377
O 2.323885 0.844240 -1.119883 -0.1 -0.8 0.6 -0.427
H 2.689293 1.705491 -0.852530 -0.3 0.1 0.0 0.362
H 2.676301 0.686297 -2.017519 -0.3 -0.1 0.0 0.355
O -1.958455 0.468705 -1.739012 0.8 -0.1 0.4 -0.533
H -2.568413 1.224498 -1.727418 0.0 0.0 0.3 0.355
H -2.190831 -0.032156 -2.538999 0.1 -0.2 0.1 0.351
O -0.214403 -2.841451 1.309106 0.8 1.0 -0.8 -0.517
H -0.912255 -3.334630 1.777695 -0.2 0.3 0.0 0.357
H 0.125158 -3.464380 0.641644 0.0 -0.1 0.1 0.399
```
Positions in Å, forces in eV/Å.

Values from the calculation:
Total energy ... -19039.7877 eV
HOMO level ... -23.5 eV
Charge ... +3
Frontier orbital gap ... 4.91 eV

---

C7H14 | the ωB97M-V functional and the def2-TZVPD basis

Structure (XYZ):
```
21
Properties=species:S:1:pos:R:3:forces:R:3:mulliken_charge:R:1
C -1.279115 1.281775 -0.468630 0.0 0.1 0.0 -1.416
C -1.254889 -0.090708 0.205535 0.0 0.0 0.0 0.833
C -2.307677 -1.005547 -0.424668 0.0 0.0 0.0 -1.525
C 0.117667 -0.782055 0.144195 0.0 0.0 0.0 -0.984
C 1.314348 0.073467 0.500399 -0.1 0.0 0.1 -0.046
C 2.674478 -0.355433 0.026467 0.1 -0.1 0.0 -0.672
C 2.015584 0.851455 -0.578237 0.0 0.2 -0.1 -0.590
H -1.110275 1.191801 -1.549740 0.0 0.0 0.1 0.293
H -2.255417 1.759601 -0.324056 0.1 -0.1 0.0 0.418
H -0.512019 1.949684 -0.064780 -0.1 -0.1 -0.1 0.347
H -1.511375 0.054699 1.265897 0.0 0.0 -0.1 0.183
H -3.306058 -0.555083 -0.392459 0.1 -0.1 0.0 0.395
H -2.060126 -1.189081 -1.478853 0.0 0.0 0.2 0.371
H -2.355117 -1.978121 0.078731 0.0 0.1 -0.1 0.360
H 0.090481 -1.660878 0.804712 0.0 0.1 -0.1 0.320
H 0.271356 -1.175059 -0.872542 0.0 0.1 0.1 0.300
H 1.275711 0.544259 1.482780 0.0 -0.1 -0.2 0.410
H 3.529486 -0.201779 0.678301 -0.2 0.0 -0.1 0.266
H 2.729551 -1.259817 -0.575738 0.0 0.2 0.1 0.238
H 1.625058 0.765428 -1.589625 0.1 0.0 0.2 0.226
H 2.418651 1.832228 -0.339818 -0.1 -0.2 0.0 0.274
```
Positions in Å, forces in eV/Å.

Values from the calculation:
Total energy ... -7485.4901 eV
HOMO level ... -10.1 eV
Frontier orbital gap ... 11.32 eV

---

C4H6S | the ωB97M-V functional and the def2-TZVPD basis

Structure (XYZ):
```
11
Properties=species:S:1:pos:R:3:forces:R:3:mulliken_charge:R:1
C 0.191020 -0.542274 0.550689 -0.6 1.3 1.5 0.080
C -0.149949 0.676526 0.469127 1.0 -1.1 -0.3 0.199
C 0.590196 -1.802401 0.000394 -1.7 -1.0 -0.7 -0.824
C -0.363814 1.731521 -0.502020 -1.0 1.8 -0.9 -0.774
S -0.592702 0.150632 2.184278 0.3 -0.1 -1.0 -0.334
H 1.364369 -1.629683 -0.736807 0.5 -0.4 0.1 0.298
H -0.312815 -2.179294 -0.564022 0.8 0.1 0.4 0.251
H 0.757603 -2.513105 0.804541 0.7 -0.2 -0.3 0.290
H -0.666603 2.602435 0.088276 0.0 0.2 -0.4 0.274
H -1.285399 1.424458 -1.073696 0.9 0.5 0.2 0.253
H 0.468096 2.081185 -1.220764 -1.1 -1.1 1.3 0.287
```
Positions in Å, forces in eV/Å.

Values from the calculation:
Total energy ... -15077.8009 eV
HOMO level ... -7.4 eV
Frontier orbital gap ... 8.29 eV

---

C21H26ClN4O7PSTc | the ωB97M-V functional and the def2-TZVPD basis

Structure (XYZ):
```
62
Properties=species:S:1:pos:R:3:forces:R:3:mulliken_charge:R:1
Tc -0.571439 0.945777 -1.216933 0.1 -0.4 -0.5 0.382
C -0.267020 4.348016 0.549041 0.0 0.1 0.0 -1.116
C -1.471834 3.885425 -0.206253 0.2 -0.3 0.0 0.688
N -2.513765 4.682948 -0.318261 0.0 0.1 0.0 -0.324
O -1.499644 2.749948 -0.754707 -0.2 0.2 0.0 -0.691
H -0.548042 4.848235 1.474999 0.0 0.0 0.0 0.424
H 0.286995 5.063593 -0.062252 0.0 0.0 0.0 0.358
H 0.375323 3.500715 0.772867 0.0 0.0 0.0 0.179
H -2.520207 5.596700 0.107058 0.0 0.0 0.0 0.223
H -3.322595 4.390918 -0.846343 0.0 0.0 0.0 0.270
O 3.818743 -3.736817 7.201328 0.0 0.0 -0.1 -0.464
S 3.999293 -2.800502 6.148311 -0.1 0.7 0.3 1.073
O 4.204730 -3.237924 4.809026 0.0 -0.1 -0.1 -0.483
O 4.499246 -1.453786 6.499360 -0.1 -0.4 -0.1 -0.429
C 2.212623 -1.743616 6.074414 0.4 -0.3 0.0 0.432
N 1.569057 -1.664243 7.191997 -0.2 0.1 -0.1 -0.418
C 0.364646 -1.097286 7.073484 0.0 0.0 0.0 -0.534
C -0.100834 -0.628671 5.848257 0.0 0.0 0.1 -0.526
C 0.733775 -0.773636 4.753086 -0.1 0.1 -0.4 0.360
N 1.939019 -1.341349 4.875210 0.0 0.0 0.2 -0.300
C 0.398905 -0.324835 3.365147 0.0 -0.1 0.3 1.183
C -0.835421 0.206788 3.015184 -0.1 0.1 -0.1 -0.799
C -1.059997 0.590889 1.708410 0.2 0.0 0.1 -0.826
N -0.123558 0.458409 0.755950 -0.2 0.0 0.0 0.722
C 1.068559 -0.069523 1.085154 -0.1 0.0 0.1 -0.917
C 1.362135 -0.459785 2.371345 0.1 0.0 -0.1 -0.553
H -0.231772 -1.010795 7.972834 0.0 0.0 0.0 0.442
H -1.069550 -0.156617 5.789962 0.0 0.0 0.0 0.389
H -1.636257 0.326766 3.730103 0.0 0.0 0.0 0.379
H -2.010362 1.012492 1.406960 0.0 0.0 0.0 0.609
H 1.784936 -0.190083 0.283948 0.0 0.0 0.0 0.506
H 2.329338 -0.883906 2.602960 0.0 0.0 0.0 0.653
Cl 2.859783 -0.514017 -2.804233 -0.1 0.0 -0.1 -0.088
C 1.615834 0.248689 -3.744597 0.2 -0.2 0.0 0.318
C 1.386194 -0.182201 -5.032848 -0.1 0.0 0.0 -0.561
C 0.416356 0.454193 -5.808628 0.0 0.0 0.0 -0.468
C -0.299406 1.529482 -5.311110 0.0 0.0 0.0 -0.828
C -0.039626 1.981084 -4.023039 -0.3 -0.1 0.1 -0.141
C 0.912579 1.345651 -3.213112 0.1 0.1 0.3 0.131
C 1.133721 1.820428 -1.837993 0.3 0.3 0.1 -1.153
H 1.971240 -0.995116 -5.440387 0.0 0.0 0.0 0.542
H 0.245932 0.114742 -6.821667 0.0 0.0 0.0 0.445
H -1.025272 2.035557 -5.932118 0.0 0.0 0.0 0.479
H -0.546450 2.861839 -3.642270 0.0 0.0 0.0 0.382
H 0.979355 2.891732 -1.710665 0.1 0.0 0.0 0.432
H 2.038290 1.477679 -1.342984 0.0 0.0 -0.1 0.642
C 0.610852 -3.246868 -3.185379 -0.1 0.0 0.1 -0.688
O 0.197773 -2.542271 -1.981596 0.3 0.1 0.0 -0.339
P -0.835267 -1.388257 -1.805810 -0.3 0.3 0.0 1.355
O -1.711422 -1.559643 -3.122474 0.1 -0.1 -0.2 -0.298
C -2.715453 -0.620871 -3.526124 -0.1 0.0 0.0 -0.591
O -1.723045 -1.829516 -0.577281 -0.2 0.0 0.1 -0.224
C -2.350459 -3.143295 -0.494301 0.0 0.1 0.0 -0.749
H 0.363694 -4.292963 -3.033054 0.0 0.0 0.0 0.301
H 1.682649 -3.117215 -3.281176 0.0 0.0 0.0 0.270
H 0.080089 -2.854966 -4.047921 0.0 0.0 0.0 0.314
H -2.882500 -0.766420 -4.589222 0.0 -0.1 0.0 0.259
H -2.377841 0.410174 -3.380198 0.0 0.0 0.1 0.212
H -3.637196 -0.801438 -2.976057 0.0 0.0 0.0 0.254
H -3.306855 -3.001469 -0.002189 0.0 0.0 0.0 0.274
H -1.707645 -3.790140 0.095284 0.0 0.0 0.0 0.292
H -2.500933 -3.558831 -1.488492 0.0 0.0 0.0 0.333
```
Positions in Å, forces in eV/Å.

Values from the calculation:
Total energy ... -77320.6048 eV
HOMO level (spin up / spin down) ... -14.2 / -14.5 eV
Charge ... +2
Multiplicity ... 4
Frontier orbital gap (spin up / spin down) ... 7.68 / 7.41 eV

---

Br2H2N2S | the ωB97M-V functional and the def2-TZVPD basis

Structure (XYZ):
```
7
Properties=species:S:1:pos:R:3:forces:R:3:mulliken_charge:R:1
N -0.561716 -2.075016 -1.285420 -2.4 0.6 0.3 -0.423
N -4.469453 -1.423618 -0.988779 0.5 0.7 1.1 -0.135
S -3.970316 -0.865516 0.258587 -0.4 -0.2 -1.0 0.329
Br -0.769880 -1.655157 0.453477 0.5 -0.1 0.7 -0.012
Br -3.229435 1.441362 0.345237 -0.2 -0.6 -0.1 -0.243
H -0.768821 -1.304680 -1.849337 0.0 1.1 -0.9 0.260
H 0.087959 -2.693763 -1.623000 2.0 -1.5 -0.1 0.225
```
Positions in Å, forces in eV/Å.

Values from the calculation:
Total energy ... -153930.0672 eV
HOMO level ... -9.4 eV
Frontier orbital gap ... 7.81 eV

---

CH2BrClFNO2S | the ωB97M-V functional and the def2-TZVPD basis

Structure (XYZ):
```
10
Properties=species:S:1:pos:R:3:forces:R:3:mulliken_charge:R:1
C -0.769132 0.842386 0.419681 -2.4 -3.6 0.5 0.276
N 1.217606 -0.890575 0.289689 0.5 1.9 -3.6 -0.494
O 1.018083 0.865377 -1.486129 0.0 -0.7 -0.2 -0.555
O -0.722509 -0.922871 -1.562564 0.6 -0.4 0.2 -0.501
F -1.650902 -0.385146 1.304198 2.2 2.1 -1.9 -0.411
S 0.232399 -0.148465 -0.839167 -0.8 2.5 1.0 0.996
Cl -2.030566 1.726840 -0.269496 0.0 0.2 -0.2 -0.044
Br 0.249564 1.585222 1.690710 0.8 1.2 1.4 0.095
H 1.905347 -1.310598 -0.359149 -0.2 -0.7 1.3 0.315
H 0.550109 -1.362170 0.812228 -0.8 -2.5 1.5 0.323
```
Positions in Å, forces in eV/Å.

Values from the calculation:
Total energy ... -102769.3597 eV
HOMO level ... -11.1 eV
Frontier orbital gap ... 10.98 eV

---

Question: Number 6 is which compound?
Answer: Br2H2N2S

---

Question: Which value of total energy does entry 2 give?
Answer: -19039.7877 eV